Below is a 2-piece molecular cluster, C7H12NS overall in a non-equilibrium geometry, with properties calculated with ωB97M-V with the def2-TZVPD basis set.

Computed properties:
- LUMO level (alpha / beta): -5.770 / -5.045 eV
- F_max: 5.60 eV/Å
- Spin multiplicity: 1
- ΔE to the lowest compared entry with this formula, charge and spin: 100.9 kcal per mole
- Net charge: +1

Last column: Löwdin charge in e.
Element x y z (Å)
C -1.516 1.559 3.336  -0.1224
C 1.736 0.323 -1.138  -0.1735
C 1.908 -1.073 -1.753  -0.1400
C 0.269 0.478 -0.869  -0.2096
C 0.954 -1.856 -0.798  -0.1554
C -0.190 -0.911 -0.658  -0.4742
C -2.400 0.317 0.237  -0.2822
N -0.958 1.263 2.294  0.1153
S -1.612 -1.178 0.156  1.1180
H -1.156 2.459 3.897  0.1075
H 2.444 0.304 -0.215  0.1584
H 2.132 1.062 -1.919  0.1475
H 1.633 -1.117 -2.696  0.0698
H 2.800 -1.597 -1.547  0.1111
H 0.040 1.127 0.113  0.1431
H -0.179 0.980 -1.652  0.1083
H 0.569 -2.893 -1.039  0.1469
H 1.500 -2.003 0.165  0.1546
H -2.282 1.099 3.859  0.0569
H -2.269 1.238 -0.374  0.0726
H -3.423 0.418 0.602  0.0473

Forces on atoms 1 to 6 (eV/Å):
C 1.4 2.2 0.9
C 3.7 0.5 -0.8
C -0.6 -0.6 5.5
C 0.7 0.7 3.5
C -1.3 -1.5 -0.4
C 0.1 0.8 1.8